A structure of composition C18H20N5NaOS in a non-equilibrium geometry, computed with ωB97M-V with the def2-TZVPD basis set.

HOMO: -6.768 eV
frontier orbital gap: 6.66 eV
max |F|: 0.0282 hartree/bohr

XYZ file:
```
46
Properties=species:S:1:pos:R:3:mulliken_charge:R:1
Na -0.1734 0.5142 -0.1175 1.104
C 4.4101 0.0004 -0.5074 -0.668
C 3.0454 -0.1483 -0.7952 -0.299
N 2.1134 -0.2271 0.1318 -0.438
C 2.4915 -0.1434 1.4288 -0.095
C 3.8285 -0.0027 1.8176 1.474
C 4.7964 0.0734 0.8028 -0.581
C 4.1701 0.0798 3.2133 -0.969
C 3.2178 0.0401 4.1610 -0.931
C 1.8285 -0.0794 3.8026 1.396
C 0.8007 -0.0820 4.7604 -0.605
C -0.5045 -0.1776 4.3590 -0.929
C -0.7757 -0.2605 2.9853 -0.024
N 0.1668 -0.2603 2.0628 -0.141
C 1.4583 -0.1723 2.4559 -0.219
H 5.1286 0.0672 -1.3130 0.382
H 2.7111 -0.2015 -1.8282 0.397
H 5.8404 0.1921 1.0711 0.401
H 5.2159 0.1832 3.4849 0.366
H 3.4787 0.1104 5.2118 0.366
H 1.0554 -0.0042 5.8120 0.406
H -1.3168 -0.1718 5.0740 0.401
H -1.8022 -0.3237 2.6273 0.330
C -2.9714 2.3480 -0.2575 -0.758
N -3.9338 1.2315 -0.0904 0.155
C -5.3423 1.5894 0.0434 -1.093
C -3.3726 -0.0173 -0.1346 0.618
O -2.1409 -0.0703 -0.3038 -0.766
N -4.0586 -1.2030 0.0603 0.139
C -5.4894 -1.5038 0.0854 -0.948
C -3.2720 -2.4368 0.0480 -1.204
H -3.5203 3.2830 -0.2169 0.325
H -2.4423 2.2978 -1.2060 0.280
H -2.2218 2.3620 0.5306 0.157
H -5.4066 2.6713 0.0062 0.292
H -5.7710 1.2765 0.9973 0.363
H -5.9546 1.2103 -0.7738 0.388
H -6.1196 -0.6375 0.1057 0.316
H -5.7185 -2.1039 0.9689 0.311
H -5.7598 -2.0981 -0.7925 0.311
H -2.2146 -2.2138 0.0853 0.291
H -3.4827 -3.0189 -0.8551 0.361
H -3.5458 -3.0458 0.9135 0.351
S -0.3128 5.2158 0.2469 -0.463
C 0.1201 3.6594 -0.0414 0.253
N 0.3896 2.5299 -0.2335 -0.802
```